[1]
C43H60FN8O4PRbSe2Si as an isolated structure, computed with ωB97M-V with the def2-TZVPD basis set.

Calculated values
Gap between HOMO and LUMO: 5.8 eV
M: 1074.45 g/mol
Total charge: -1
E: -216911.2024 eV
Energy relative to the best compared isomer or geometry (same formula, charge and spin): 10.09 kJ/mol

Each line ends with the Mulliken charge.
Cartesian coordinates (Å):
Rb 0.66872 0.80324 0.45207  0.76
C 3.94094 1.04708 6.93341  -0.66
O 4.92425 0.29459 6.24748  -0.49
C 4.64787 -0.01717 4.95611  1.38
C 5.56503 -0.90641 4.35050  -1.29
C 5.34764 -1.27122 3.05010  -0.44
C 4.24901 -0.81254 2.28673  -0.09
C 4.03332 -1.26713 0.92241  0.37
C 5.16966 -1.89426 0.12445  -1.28
O 2.96491 -1.15778 0.31591  -0.33
C 3.32583 0.12263 2.89833  -1.21
O 2.37095 0.65283 2.27755  0.18
C 3.57786 0.48567 4.27151  0.29
H 4.25552 1.08655 7.97310  0.26
H 2.95793 0.57524 6.86403  0.31
H 3.86823 2.06464 6.53845  0.21
H 6.39492 -1.29244 4.92873  0.39
H 6.03809 -1.97962 2.61149  0.18
H 6.06851 -2.13843 0.68530  0.45
H 5.43954 -1.17488 -0.65360  0.25
H 4.79272 -2.79042 -0.37361  0.17
H 2.86266 1.16797 4.71527  0.32
Se -0.00291 6.27477 2.66324  -0.14
Se -0.41972 6.73015 0.46146  -0.10
C -1.61612 5.26091 0.05934  0.21
C -2.55025 5.45900 -0.95295  -0.70
C -3.43385 4.42674 -1.22593  -0.39
C -3.35369 3.25469 -0.48569  -1.00
C -2.36856 3.14669 0.48480  -0.46
N -1.50540 4.13881 0.75028  0.25
C 1.51494 5.07958 2.51567  0.35
C 2.24656 4.86336 3.67872  -0.70
C 3.34473 4.02631 3.60180  -0.20
C 3.67479 3.45085 2.38550  -0.29
C 2.87247 3.73014 1.29494  -0.62
N 1.79925 4.52859 1.35207  -0.06
H -2.59435 6.39798 -1.49105  0.38
H -4.18913 4.54583 -1.99470  0.43
H -4.04365 2.43711 -0.64004  0.52
H -2.26028 2.22732 1.07150  0.75
H 1.96059 5.33515 4.61115  0.37
H 3.93818 3.81844 4.48318  0.42
H 4.51103 2.76937 2.29281  0.40
H 3.07534 3.29859 0.31745  0.46
C -0.54220 2.43126 3.68331  0.42
Si -2.08455 1.40291 3.84003  0.18
C -1.89830 0.28803 5.34616  -1.15
C -3.47067 2.61421 4.28354  -1.22
N -2.26528 0.51324 2.41336  0.08
C -3.18246 -0.44539 2.22717  0.24
C -4.46112 -0.54953 2.85475  0.11
C -5.34729 -1.59138 2.61540  -1.01
C -5.03725 -2.61952 1.73197  -0.71
C -3.80088 -2.56423 1.08267  -0.63
C -2.95026 -1.51753 1.32719  -0.21
F -1.78004 -1.48989 0.65402  0.38
H -0.33482 3.00618 4.59606  0.42
H -0.63670 3.14613 2.85465  -0.33
H 0.31880 1.78398 3.47000  -0.48
H -1.89554 0.87356 6.27473  0.32
H -0.95940 -0.27713 5.29086  0.27
H -2.72087 -0.43619 5.40366  0.30
H -3.13120 3.26746 5.09825  0.36
H -4.37972 2.10384 4.62410  0.38
H -3.74252 3.25380 3.43339  0.24
H -4.73843 0.23623 3.55154  0.22
H -6.29967 -1.59920 3.13486  0.37
H -5.72077 -3.43896 1.55259  0.39
H -3.48851 -3.34925 0.40045  0.40
O 1.65131 2.03649 -1.98284  -0.50
N 1.36016 1.05731 -2.64696  -0.18
N 0.17734 0.53519 -2.33247  -0.48
P -0.26350 -0.86392 -3.03006  -0.68
N 0.55304 -2.20249 -2.50315  0.81
C 0.33556 -2.78211 -1.14606  0.28
C 1.39610 -3.85510 -0.86444  -0.49
C 1.84490 -4.52913 -2.15834  -0.85
C 2.56079 -3.50466 -3.05596  -1.00
C 2.01307 -2.10786 -2.78183  -0.07
N -1.82745 -1.09146 -2.64329  1.59
C -2.46422 -2.40271 -2.42915  -0.24
C -3.85604 -2.41264 -3.04251  -1.11
C -4.76565 -1.40106 -2.32718  -0.84
C -3.95990 -0.17903 -1.85268  -0.02
C -2.74780 0.06692 -2.73507  -1.19
N -0.13374 -0.80078 -4.67430  0.48
C 0.72317 0.07137 -5.48196  -0.81
C 1.71727 -0.72718 -6.31684  -0.39
C 1.00331 -1.78120 -7.15981  -0.93
C 0.12393 -2.66191 -6.27460  -0.32
C -0.84362 -1.80078 -5.47268  -0.50
H -0.65231 -3.23822 -1.11542  0.06
H 0.35769 -2.03117 -0.35400  -0.37
H 0.96825 -4.58233 -0.17176  0.58
H 2.25150 -3.39741 -0.36182  -0.22
H 0.96931 -4.93009 -2.67882  0.25
H 2.50091 -5.37408 -1.94411  0.48
H 2.43469 -3.76802 -4.11036  0.37
H 3.63640 -3.50022 -2.85072  0.42
H 2.18752 -1.43934 -3.62314  0.49
H 2.50614 -1.65833 -1.91582  -0.24
H -2.53939 -2.59999 -1.35767  -0.73
H -1.83984 -3.18025 -2.86947  0.89
H -4.26673 -3.42172 -2.97189  0.48
H -3.77953 -2.17389 -4.10872  0.27
H -5.23961 -1.87276 -1.46303  0.29
H -5.56671 -1.08861 -3.00376  0.42
H -3.62128 -0.32193 -0.82240  -0.44
H -4.58690 0.71255 -1.86124  0.51
H -2.21400 0.96072 -2.42353  0.94
H -3.06207 0.21188 -3.77883  0.10
H 1.23179 0.77739 -4.83894  0.30
H 0.07340 0.64183 -6.16088  0.48
H 2.43737 -1.22086 -5.65631  0.20
H 2.28275 -0.03923 -6.94939  0.44
H 1.72460 -2.38541 -7.71335  0.42
H 0.36980 -1.27971 -7.90287  0.32
H 0.74605 -3.22950 -5.57256  0.01
H -0.43774 -3.38178 -6.87638  0.36
H -1.46371 -2.41878 -4.82347  -0.03
H -1.52082 -1.27522 -6.16114  0.51

Cartesian forces (eV/Å) of the 6 atoms listed first:
Rb -0.66 0.10 0.30
C 0.09 0.00 0.03
O -0.09 0.08 0.45
C 0.00 -0.01 -0.24
C 0.00 -0.02 -0.08
C -0.06 -0.01 -0.04


[2]
C4H8N2OS in the gas phase at a distorted geometry, computed with ωB97M-V with the def2-TZVPD basis set.

Calculated values
Gap between HOMO and LUMO: 9.4 eV
M: 132.19 g/mol
E: -20139.2277 eV
Energy relative to the best compared isomer or geometry (same formula, charge and spin): 155.02 kJ/mol
Structure (SMILES): [H]/N=C(/N)[C@]1(O)C[C@@H]1S

Each line ends with the natural charge from an NBO analysis.
Cartesian coordinates (Å):
H -0.22201 -1.64363 -1.00122  0.36
N 0.71962 -1.78675 -0.65965  -0.68
C 1.12251 -0.74720 -0.05695  0.40
N 2.26128 -0.70277 0.72186  -0.83
C 0.50034 0.63446 -0.15703  0.16
O 1.07005 1.59299 -1.03346  -0.69
C -0.02441 1.15826 1.13430  -0.42
C -1.06109 0.80033 0.07878  -0.42
S -2.23589 -0.48557 -0.04977  0.02
H 2.71385 -1.60148 0.81497  0.39
H 2.86118 0.10921 0.72981  0.40
H 1.25539 1.11980 -1.84797  0.48
H -0.02760 2.26142 1.28740  0.24
H 0.12330 0.43701 1.93570  0.24
H -1.40363 1.67196 -0.46935  0.24
H -2.17700 -0.97747 1.18455  0.12

Cartesian forces (eV/Å) of the 6 atoms listed first:
H -0.04 0.07 -0.32
N 0.18 -0.35 0.69
C 0.62 1.47 -0.75
N 0.01 -1.00 0.05
C -2.11 0.65 0.30
O 0.20 -0.85 0.62


[3]
A 2-piece molecular cluster, C3H3Cl overall at a distorted geometry, computed with ωB97M-V with the def2-TZVPD basis set.

Calculated values
Gap between HOMO and LUMO (spin up / spin down): 8.4 / 8.8 eV
M: 74.51 g/mol
E: -15675.8698 eV
Energy relative to the best compared isomer or geometry (same formula, charge and spin): 382.57 kJ/mol

Each line ends with the natural charge from an NBO analysis.
Cartesian coordinates (Å):
C -0.52696 0.46108 -0.67087  -0.15
C -0.10927 0.85234 0.52379  -0.16
C 0.34103 -0.44680 0.06143  -0.09
Cl 1.92649 -0.95858 -0.34410  0.01
H -1.07404 0.67008 -1.55791  0.24
H -0.03105 1.60941 1.26650  0.24
H -0.52621 -2.18753 0.72117  -0.09

Cartesian forces (eV/Å) of the 6 atoms listed first:
C 0.90 -0.17 1.54
C 0.03 -1.05 -1.23
C -2.38 -1.63 0.69
Cl 0.54 -0.07 -0.12
H -0.21 0.05 -0.40
H -0.08 0.26 0.37